1.
{
  "formula": "C6H12CaF24O6P4",
  "method": "wB97M-V/def2-TZVPD",
  "spin_multiplicity": 1,
  "e_homo_ev": -6.661,
  "total_charge": -2,
  "gap_ev": 10.738,
  "symbols": ["Ca", "P", "F", "F", "F", "F", "F", "F", "P", "F", "F", "F", "F", "F", "F", "P", "F", "F", "F", "F", "F", "F", "P", "F", "F", "F", "F", "F", "F", "C", "O", "C", "O", "O", "C", "H", "H", "H", "H", "H", "H", "C", "O", "C", "O", "O", "C", "H", "H", "H", "H", "H", "H"],
  "positions_angstrom": [[-0.52899, 0.75384, 0.22838], [1.62579, 2.55244, -1.68966], [1.79643, 0.97485, -1.46635], [1.19550, 2.28101, -3.27876], [0.03357, 2.42638, -1.26424], [1.58612, 4.12985, -2.04742], [1.75003, 2.72334, -0.08752], [3.22583, 2.52823, -1.85251], [-2.17073, -1.73418, 2.14047], [-2.22773, -0.72081, 0.91244], [-3.62989, -2.44514, 1.66264], [-1.43838, -2.75786, 1.10223], [-2.05337, -2.71561, 3.41384], [-0.76598, -1.12381, 2.56038], [-3.07533, -0.73027, 3.12242], [-2.80636, 0.14165, -2.86154], [-1.59406, 0.37929, -1.80114], [-2.30658, 1.60333, -3.42774], [-1.75779, -0.61089, -3.83822], [-3.92627, -0.01094, -4.04226], [-3.24968, -1.31125, -2.24005], [-3.87754, 1.04910, -1.93460], [-1.91833, 3.00440, 1.76415], [-1.44107, 1.56178, 2.27210], [-0.60252, 3.04795, 0.85926], [-2.61344, 2.18710, 0.59265], [-2.41299, 4.45788, 1.09683], [-3.30135, 3.03885, 2.58967], [-1.12208, 3.76316, 2.98796], [1.07293, -1.00610, -3.56405], [1.14402, -2.17091, -2.75141], [0.68608, -2.12082, -1.49887], [0.32334, -1.16486, -0.87447], [0.68687, -3.40915, -0.92550], [1.12273, -4.58530, -1.65653], [2.12645, -0.78468, -3.73492], [0.61202, -0.11887, -3.12991], [0.72940, -1.14706, -4.58885], [2.17900, -4.47659, -1.90268], [0.72428, -4.71484, -2.66279], [0.91939, -5.42377, -0.99042], [1.02445, 1.52916, 4.40855], [1.91600, 0.49264, 3.97461], [1.96864, 0.16815, 2.64994], [1.24100, 0.65569, 1.75475], [3.00249, -0.66797, 2.50454], [3.33052, -1.18937, 1.20503], [1.22226, 1.72626, 5.46217], [-0.03239, 1.26606, 4.36410], [1.24051, 2.46831, 3.89922], [2.69821, -1.99161, 0.82462], [4.38667, -1.45891, 1.20899], [3.28231, -0.31913, 0.55047]],
  "forces_ev_per_a": [[-0.114, -0.200, -0.345], [-0.562, 0.348, -0.662], [-0.709, -1.415, 0.028], [0.959, -0.076, 1.400], [-0.233, 0.192, -2.056], [-0.226, -0.724, 0.964], [1.468, 0.998, 0.263], [0.198, 0.851, -0.750], [-3.221, -2.207, 0.696], [-0.603, 1.354, -0.650], [1.446, 0.800, 0.574], [0.194, -0.262, 0.955], [0.021, -0.675, -0.433], [0.796, 0.909, 0.221], [1.315, -0.273, -1.256], [-1.616, 1.901, -1.071], [-0.199, -0.997, 1.250], [-0.414, -0.627, -0.902], [0.203, -0.175, 0.123], [0.196, 0.226, 0.645], [0.447, 1.636, 0.138], [1.019, -2.047, -0.448], [-1.865, 3.566, 0.291], [0.332, -0.628, 1.740], [0.815, 0.628, 0.401], [-0.931, -0.316, -1.367], [0.915, -1.112, 0.536], [0.745, -0.717, 0.405], [-0.512, -0.622, -0.698], [1.743, 1.547, -0.822], [-1.131, -0.624, 0.727], [0.018, -2.308, -0.039], [0.363, -0.749, -0.076], [-0.042, 1.542, -0.918], [0.577, 1.139, -0.255], [0.148, 0.497, 0.195], [-0.166, -0.597, 0.174], [-0.807, -0.825, 0.481], [0.341, -0.194, 0.566], [-0.927, 0.159, 0.298], [0.034, 0.154, -0.217], [-0.270, 0.608, 0.228], [0.078, -0.586, -1.447], [-1.262, 1.651, -0.569], [2.329, -1.699, 2.505], [-0.724, -0.373, 0.383], [0.187, 1.577, -0.692], [0.405, -0.418, 0.006], [0.165, -0.160, -0.591], [-0.268, -0.196, -0.374], [-0.183, 0.066, 0.488], [-0.195, -0.308, 0.463], [-0.276, -0.240, -0.509]]
}



2.
{
  "formula": "C32H43BN6O4OsSSi2",
  "method": "wB97M-V/def2-TZVPD",
  "spin_multiplicity": 5,
  "e_homo_ev": [-6.949, -7.714],
  "gap_ev": [7.418, 6.376],
  "symbols": ["Os", "C", "Si", "C", "C", "N", "C", "C", "C", "C", "C", "C", "N", "Si", "C", "C", "C", "H", "H", "H", "H", "H", "H", "H", "H", "H", "H", "H", "H", "H", "H", "H", "H", "H", "H", "H", "H", "H", "H", "N", "C", "C", "C", "C", "C", "C", "S", "O", "O", "N", "C", "N", "C", "C", "C", "N", "H", "H", "H", "H", "H", "H", "H", "H", "H", "C", "C", "C", "C", "C", "C", "C", "C", "O", "B", "O", "C", "C", "H", "H", "H", "H", "H", "H", "H", "H", "H", "H", "H", "H"],
  "positions_angstrom": [[1.25679, -1.52173, 0.23237], [-1.47322, -2.31468, 2.29228], [-0.15481, -1.39563, 3.24665], [-0.68428, 0.37615, 3.56524], [0.14165, -2.30044, 4.86291], [1.31890, -1.43882, 2.26586], [2.57776, -1.21149, 2.72108], [2.88384, -0.66280, 3.98509], [4.18616, -0.47287, 4.36516], [5.23380, -0.81548, 3.48977], [4.97278, -1.34273, 2.25175], [3.64264, -1.56302, 1.82158], [3.26940, -2.10836, 0.64047], [4.35127, -2.78628, -0.58334], [5.51898, -4.03633, 0.19525], [5.28814, -1.41000, -1.42865], [3.30764, -3.73994, -1.80616], [-2.39683, -2.33459, 2.87828], [-1.17426, -3.34818, 2.10420], [-1.69882, -1.83919, 1.33682], [-1.16730, 0.45656, 4.54247], [-1.39981, 0.72020, 2.81458], [0.16388, 1.06298, 3.54899], [-0.81596, -2.69147, 5.21760], [0.54191, -1.65578, 5.64623], [0.82261, -3.14492, 4.74165], [2.07640, -0.36917, 4.64357], [4.41164, -0.04099, 5.33115], [6.25894, -0.64697, 3.79362], [5.78894, -1.57518, 1.58396], [6.26412, -3.61491, 0.86808], [6.05455, -4.55288, -0.60614], [4.95451, -4.78897, 0.75145], [5.89210, -0.83312, -0.72476], [4.58255, -0.72930, -1.90904], [5.95466, -1.80744, -2.19864], [2.49731, -4.27317, -1.30289], [3.93726, -4.48986, -2.29264], [2.87761, -3.11632, -2.59059], [-3.33009, 2.89563, -3.97007], [-2.23672, 2.06384, -3.77033], [-1.12304, 2.51443, -3.05909], [-0.05933, 1.66544, -2.81854], [-0.09790, 0.36023, -3.29126], [-1.19571, -0.10108, -4.00592], [-2.26036, 0.74548, -4.23751], [1.25262, -0.71168, -2.97397], [1.53730, -1.47781, -4.15006], [2.28792, 0.06556, -2.34148], [0.75128, -1.70876, -1.77685], [-0.01475, -2.82330, -1.90189], [-0.68695, -3.17015, -2.99528], [-1.38681, -4.29516, -2.90464], [-1.45267, -5.06979, -1.75547], [-0.74145, -4.60544, -0.66135], [-0.02122, -3.49768, -0.72758], [-3.13887, 3.88301, -3.93627], [-3.93879, 2.64295, -4.73064], [-1.10088, 3.52870, -2.67638], [0.80464, 2.00644, -2.26199], [-1.20372, -1.12018, -4.37312], [-3.12188, 0.39125, -4.79164], [-1.92794, -4.58715, -3.79857], [-2.03477, -5.97740, -1.71119], [-0.74048, -5.13212, 0.28638], [-4.50442, 5.08196, 1.42769], [-4.11737, 4.47489, 0.07193], [-3.92024, 5.60369, -0.94892], [-5.27150, 3.59586, -0.41052], [-2.81494, 3.68556, 0.22180], [-1.65738, 4.35438, 0.63628], [-0.43418, 3.71364, 0.80809], [-0.40408, 2.36071, 0.55648], [0.64646, 1.48099, 0.65022], [0.13318, 0.23252, 0.28443], [-1.22670, 0.36014, -0.04233], [-1.53587, 1.68623, 0.14181], [-2.74857, 2.31446, -0.03847], [-5.45661, 5.61143, 1.34575], [-3.75476, 5.79199, 1.77883], [-4.60907, 4.30220, 2.18428], [-4.83721, 6.18966, -1.04727], [-3.67249, 5.19026, -1.92815], [-3.11792, 6.28030, -0.65315], [-6.17594, 4.20103, -0.49819], [-5.48104, 2.78647, 0.29168], [-5.06149, 3.16346, -1.39084], [-1.70687, 5.41629, 0.84180], [0.44895, 4.24856, 1.13097], [-3.60279, 1.74524, -0.37477]],
  "forces_ev_per_a": [[0.483, -0.201, 0.401], [0.024, 0.023, 0.031], [-0.005, 0.017, 0.037], [-0.023, -0.055, -0.017], [-0.045, 0.031, -0.004], [-0.258, -0.019, -0.224], [0.156, -0.014, 0.033], [-0.037, 0.008, -0.004], [0.048, 0.002, -0.020], [-0.025, 0.011, 0.050], [-0.059, -0.006, -0.054], [0.032, 0.024, 0.146], [-0.244, -0.026, -0.373], [0.060, -0.004, 0.022], [-0.045, 0.005, 0.001], [0.008, -0.050, -0.004], [0.008, 0.006, -0.015], [0.019, 0.003, 0.010], [0.006, 0.002, 0.014], [0.000, 0.010, -0.027], [-0.014, 0.002, -0.018], [0.015, 0.010, -0.011], [0.025, -0.019, 0.017], [0.017, -0.003, 0.020], [-0.001, -0.021, -0.008], [0.000, 0.006, -0.035], [0.031, 0.004, -0.011], [-0.004, -0.004, 0.002], [0.000, 0.000, -0.004], [0.026, -0.011, -0.026], [0.001, 0.032, 0.016], [-0.005, 0.004, 0.006], [-0.001, 0.006, -0.004], [0.000, -0.010, -0.006], [0.003, -0.004, 0.014], [-0.003, -0.007, 0.013], [0.017, -0.005, 0.009], [0.009, 0.015, -0.003], [0.019, -0.005, 0.017], [-0.037, 0.015, 0.054], [0.031, -0.045, -0.001], [0.003, -0.007, 0.002], [-0.008, -0.002, 0.014], [0.082, 0.071, -0.011], [-0.006, -0.072, -0.077], [-0.016, 0.024, 0.009], [-0.078, 0.106, -0.060], [0.008, 0.002, 0.028], [-0.023, -0.022, -0.051], [0.155, -0.006, 0.022], [-0.061, -0.106, 0.038], [0.059, 0.004, 0.036], [-0.001, -0.051, 0.025], [0.001, 0.010, -0.010], [0.004, 0.000, -0.035], [-0.056, 0.021, 0.022], [0.014, 0.026, 0.001], [-0.004, -0.004, -0.021], [-0.010, 0.000, 0.006], [-0.003, -0.002, -0.025], [0.001, 0.061, 0.014], [0.001, 0.003, 0.000], [-0.009, 0.001, 0.009], [0.006, 0.002, -0.009], [-0.009, 0.009, 0.001], [-0.001, 0.000, 0.003], [-0.011, 0.008, 0.000], [-0.009, 0.008, 0.016], [0.000, -0.004, 0.000], [0.015, 0.015, -0.035], [-0.014, 0.024, -0.003], [0.031, -0.023, 0.006], [-0.022, -0.019, -0.017], [0.013, 0.050, 0.035], [-0.278, 0.209, -0.013], [-0.060, 0.014, 0.037], [0.035, -0.010, 0.013], [0.009, -0.032, 0.036], [0.009, 0.004, -0.001], [0.008, -0.009, 0.005], [-0.009, -0.001, -0.005], [0.006, -0.008, -0.003], [0.005, -0.002, -0.014], [-0.010, 0.002, -0.008], [0.006, 0.000, 0.003], [-0.006, 0.004, -0.005], [0.013, -0.017, -0.002], [0.000, -0.004, -0.007], [-0.007, -0.007, -0.003], [-0.004, 0.005, -0.012]]
}



3.
{
  "formula": "C3H4NO5P",
  "method": "wB97M-V/def2-TZVPD",
  "spin_multiplicity": 1,
  "e_homo_ev": -0.334,
  "total_charge": -2,
  "gap_ev": 7.100,
  "symbols": ["C", "C", "C", "N", "O", "O", "O", "O", "O", "P", "H", "H", "H", "H"],
  "positions_angstrom": [[-2.03789, -0.43924, -0.09199], [-1.10394, 0.47442, -0.36379], [0.16651, 0.55115, 0.27487], [0.84859, 1.71113, 0.07004], [1.13239, -1.46295, -1.48726], [2.49307, -1.00433, 0.64784], [1.44647, 2.27353, 1.06670], [0.93892, 2.20449, -1.06663], [0.25524, -2.29011, 0.75412], [1.16481, -1.29451, 0.00808], [-2.88059, -0.70961, -0.75516], [-1.76603, -1.09208, 0.63995], [-1.03400, 1.13224, -1.26996], [0.37647, -0.05413, 1.57321]],
  "forces_ev_per_a": [[-0.919, 1.492, -2.241], [-0.268, 0.193, -1.995], [0.351, -3.379, 5.187], [2.712, 2.315, 1.686], [-0.079, 0.440, -0.098], [-0.169, 0.395, 0.203], [-1.012, -1.040, -1.828], [-0.406, -0.078, 0.376], [0.396, 1.492, -0.131], [0.530, -2.497, -0.681], [0.496, 0.573, 0.409], [0.311, -1.979, 2.101], [-0.846, -0.614, 0.726], [-1.097, 2.687, -3.716]]
}



4.
{
  "formula": "CH2N2O2",
  "method": "wB97M-V/def2-TZVPD",
  "spin_multiplicity": 1,
  "e_homo_ev": [-9.866, -9.900],
  "gap_ev": [9.017, 8.975],
  "symbols": ["C", "N", "N", "O", "O", "H", "H"],
  "positions_angstrom": [[-1.53355, -0.10487, 0.22728], [2.12491, 0.09321, -0.07209], [0.11953, -0.30771, 0.83268], [-2.54840, -0.19179, 0.83059], [0.86535, -0.02993, -0.11684], [-1.36234, 0.45173, -0.70471], [2.33450, 0.08935, -0.99692]],
  "forces_ev_per_a": [[2.144, 1.234, 1.097], [0.417, -0.480, 4.625], [-3.113, -0.254, 1.927], [1.838, -0.665, -0.418], [-2.013, 0.050, -2.954], [-0.202, -0.380, -0.525], [0.929, 0.495, -3.752]]
}



Q: Which formula does entry 3 have?
A: C3H4NO5P



Repeat the fourth record exactly.
{
  "formula": "CH2N2O2",
  "method": "wB97M-V/def2-TZVPD",
  "spin_multiplicity": 1,
  "e_homo_ev": [-9.866, -9.900],
  "gap_ev": [9.017, 8.975],
  "symbols": ["C", "N", "N", "O", "O", "H", "H"],
  "positions_angstrom": [[-1.53355, -0.10487, 0.22728], [2.12491, 0.09321, -0.07209], [0.11953, -0.30771, 0.83268], [-2.54840, -0.19179, 0.83059], [0.86535, -0.02993, -0.11684], [-1.36234, 0.45173, -0.70471], [2.33450, 0.08935, -0.99692]],
  "forces_ev_per_a": [[2.144, 1.234, 1.097], [0.417, -0.480, 4.625], [-3.113, -0.254, 1.927], [1.838, -0.665, -0.418], [-2.013, 0.050, -2.954], [-0.202, -0.380, -0.525], [0.929, 0.495, -3.752]]
}